No. 1
This record from the OMol25 dataset describes a structure of composition AsF6H32O16 at a distorted geometry. The level of theory is ωB97M-V with the def2-TZVPD basis set.

LUMO in eV: 1.9072
HOMO in eV: -8.765
Frontier orbital gap in eV: 10.67
E_tot in eV: -110428.849
Maximum force in eV/Å: 2.3
Energy relative to the best compared isomer or geometry (same formula, charge and spin) in eV: 3.091
Net charge: -1

Element x y z (Å)
As: -0.172 -0.117 0.605
F: -0.324 -0.153 -1.172
F: 0.626 1.538 0.477
F: -0.138 -0.046 2.400
F: -0.916 -1.777 0.698
F: 1.465 -0.905 0.619
F: -1.819 0.557 0.686
O: -3.902 5.103 0.554
H: -3.461 4.433 1.075
H: -4.322 4.618 -0.156
O: 3.563 -0.683 4.284
H: 2.787 -0.905 3.769
H: 3.392 -1.058 5.148
O: -6.460 0.498 1.108
H: -6.383 0.486 2.062
H: -5.560 0.586 0.796
O: 1.120 -3.281 -4.150
H: 0.993 -3.965 -3.493
H: 0.458 -3.463 -4.818
O: 3.992 0.338 -3.210
H: 3.769 -0.517 -2.843
H: 4.863 0.216 -3.589
O: 0.007 -6.187 2.405
H: 0.030 -6.590 3.273
H: -0.823 -5.712 2.383
O: -3.970 -4.817 1.401
H: -4.507 -5.099 0.660
H: -3.249 -4.329 1.003
O: -0.478 5.179 -2.440
H: -0.792 4.361 -2.054
H: 0.470 5.063 -2.506
O: -3.849 2.510 -2.780
H: -4.097 1.676 -2.380
H: -3.611 2.284 -3.679
O: 4.022 -4.602 1.216
H: 3.193 -5.069 1.321
H: 3.771 -3.735 0.897
O: 0.192 4.948 2.767
H: 0.519 4.177 2.304
H: 0.852 5.622 2.608
O: 0.406 1.117 -5.143
H: 0.113 0.886 -4.262
H: 1.307 0.796 -5.188
O: 3.393 4.420 -3.196
H: 4.224 4.726 -2.833
H: 3.380 3.481 -3.009
O: -0.290 -6.274 -1.733
H: -0.702 -7.123 -1.891
H: 0.124 -6.364 -0.874
O: 4.626 3.325 0.953
H: 3.883 2.721 0.957
H: 4.307 4.101 1.415
O: -2.344 0.922 6.034
H: -1.926 0.422 5.333
H: -1.753 1.659 6.189


No. 2
This record from the OMol25 dataset describes a structure of composition AsMnS4Se3Te at a distorted geometry. The level of theory is ωB97M-V with the def2-TZVPD basis set.

LUMO (spin up / spin down) in eV: -11.5757 / -11.5800
HOMO (spin up / spin down) in eV: -15.560 / -15.534
Frontier orbital gap (spin up / spin down) in eV: 3.98 / 3.95
E_tot in eV: -338810.299
Maximum force in eV/Å: 3.5
Net charge: +2

Element x y z (Å)
Mn: -0.047 -0.271 0.230
Se: 0.467 -2.443 -0.060
Se: -0.040 -3.831 1.750
Te: -1.030 -2.350 3.474
Se: -0.949 -0.178 2.342
S: -0.239 4.010 -1.163
As: 0.348 2.092 -1.734
S: 1.606 0.894 -0.007
S: -1.315 0.365 -1.231
S: 1.199 1.711 -3.601


No. 3
This record from the OMol25 dataset describes a structure of composition AuBClF2HO8S at a distorted geometry. The level of theory is ωB97M-V with the def2-TZVPD basis set.

LUMO (spin up / spin down) in eV: 5.6936 / 5.6555
HOMO (spin up / spin down) in eV: 1.057 / -2.104
Frontier orbital gap (spin up / spin down) in eV: 4.64 / 7.76
E_tot in eV: -49545.974
Spin multiplicity: 3
Maximum force in eV/Å: 8.8
Net charge: -2
⟨S²⟩: 2.01

Element x y z (Å)
Au: 0.005 -0.722 -0.880
F: -0.013 -1.973 1.932
B: 0.005 -0.722 1.210
F: 0.023 0.529 1.932
O: 1.737 1.069 -2.421
Cl: 2.253 0.658 -1.130
O: 3.698 0.784 -1.124
O: 1.691 1.503 -0.094
O: 1.887 -0.722 -0.880
O: -3.670 -0.600 0.721
S: -2.259 -0.259 0.467
O: -1.405 -0.917 1.473
O: -1.876 -0.722 -0.880
O: -2.083 1.202 0.552
H: 0.005 0.893 -0.880


No. 4
This record from the OMol25 dataset describes a structure of composition AuFHMgNO3S2 at a distorted geometry. The level of theory is ωB97M-V with the def2-TZVPD basis set.

LUMO (spin up / spin down) in eV: -4.5981 / -7.9046
HOMO (spin up / spin down) in eV: -10.904 / -13.847
Frontier orbital gap (spin up / spin down) in eV: 6.31 / 5.94
E_tot in eV: -41159.488
Spin multiplicity: 4
Maximum force in eV/Å: 9.4
Energy relative to the best compared isomer or geometry (same formula, charge and spin) in eV: 3.017
Net charge: +1
⟨S²⟩: 3.76

Element x y z (Å)
Mg: 2.890 -1.120 0.769
N: 0.441 0.183 -0.937
S: 2.177 0.336 -1.189
S: -0.103 -1.062 -0.198
O: -1.503 -0.593 0.303
O: 0.826 -1.720 0.748
F: -0.404 -2.274 -1.238
Au: -1.037 1.266 -0.408
O: -1.635 2.511 0.597
H: -1.652 2.473 1.554


No. 5
This record from the OMol25 dataset describes a structure of composition B2CsF8 at a distorted geometry. The level of theory is ωB97M-V with the def2-TZVPD basis set.

LUMO in eV: 0.8279
HOMO in eV: -8.032
Frontier orbital gap in eV: 8.86
E_tot in eV: -23655.604
Maximum force in eV/Å: 5.0
Energy relative to the best compared isomer or geometry (same formula, charge and spin) in eV: 2.469
Net charge: -1

Element x y z (Å)
Cs: -6.869 -3.379 1.430
B: -10.078 -1.270 4.669
F: -9.841 -0.820 3.377
F: -11.118 -2.205 4.714
F: -8.952 -1.820 5.165
F: -10.372 -0.190 5.420
B: -1.589 -4.233 0.144
F: -2.254 -3.614 1.084
F: -0.881 -3.370 -0.640
F: -0.678 -5.089 0.722
F: -2.474 -5.007 -0.541


No. 6
This record from the OMol25 dataset describes a structure of composition B4CaF12H4 at a distorted geometry. The level of theory is ωB97M-V with the def2-TZVPD basis set.

LUMO in eV: 0.1952
HOMO in eV: -4.629
Frontier orbital gap in eV: 4.82
E_tot in eV: -53835.316
Maximum force in eV/Å: 4.7
Energy relative to the best compared isomer or geometry (same formula, charge and spin) in eV: 8.049
Net charge: -2

Element x y z (Å)
Ca: -0.059 0.257 0.305
B: -3.489 -2.392 -0.689
H: -2.594 -2.936 -0.947
H: -4.382 -2.963 -0.890
H: -3.469 -2.173 0.367
H: -3.484 -1.514 -1.317
B: -1.474 4.503 1.124
F: -1.135 4.526 -0.183
F: -2.002 5.654 1.591
F: -2.420 3.512 1.401
F: -0.415 4.089 1.939
B: 3.173 0.172 -4.172
F: 4.154 0.875 -4.844
F: 3.323 -0.036 -2.850
F: 1.926 0.868 -4.259
F: 3.036 -1.021 -4.766
B: 1.875 -2.332 3.676
F: 0.720 -1.817 4.080
F: 2.519 -2.976 4.702
F: 1.644 -3.049 2.570
F: 2.553 -1.247 3.165